19
Properties=species:S:1:pos:R:3 method="wB97M-V/def2-TZVPD" homo_energy_ev=-12.995 orbital_gap_ev=8.013 relative_energy_kcal_mol=113.0 charge=+1 spin_multiplicity=1 e_lumo_ev=-4.98
C 0.8270 -1.0701 2.0991
C -0.3072 -1.2052 -1.5964
C -1.2342 1.0870 -0.8791
C -0.6820 -0.2954 -0.4182
N 0.4886 -0.0552 0.3348
N 1.7443 -0.6038 2.8323
N -0.1498 2.0334 -1.0543
H 0.3514 -2.0327 2.1666
H 0.1993 -2.0966 -1.2355
H 0.3670 -0.6850 -2.2724
H -1.1971 -1.4988 -2.1438
H -1.8316 0.9199 -1.7858
H -1.8967 1.4947 -0.1101
H -1.4818 -0.7839 0.1517
H 2.1264 -1.1238 3.6270
H 2.1455 0.3142 2.6586
H 0.5333 0.9002 0.6835
H -0.4979 2.9570 -1.2785
H 0.4956 1.7440 -1.7795